(one)
Here is 2 unconnected molecules or ions with the total composition C2H9OS from the Open Molecules 2025 dataset. Energies are from ωB97M-V/def2-TZVPD.

Geometry as XYZ:
```
13
Properties=species:S:1:pos:R:3:mulliken_charge:R:1
O -0.902 2.457 0.017 -0.601
H -1.822 2.554 0.245 0.303
H -0.698 3.335 -0.349 0.303
H 0.382 0.825 -0.690 0.281
C -0.620 -0.641 1.065 -0.629
S 0.891 0.007 0.261 0.237
C 1.283 -1.342 -0.912 -0.830
H -0.799 -1.654 0.729 0.326
H -0.446 -0.656 2.137 0.331
H -1.416 0.056 0.823 0.246
H 0.980 -2.289 -0.471 0.319
H 2.364 -1.439 -0.981 0.350
H 0.803 -1.212 -1.874 0.364
```

Values from the calculation:
Total charge: +1
HOMO (eV): -16.07
E_LUMO (eV): -3.611


(two)
Here is 2 unconnected molecules or ions with the total composition C2H9OS from the Open Molecules 2025 dataset. Energies are from ωB97M-V/def2-TZVPD.

Geometry as XYZ:
```
13
Properties=species:S:1:pos:R:3:mulliken_charge:R:1
O -0.469 2.128 -1.692 -0.602
H -1.383 2.363 -1.902 0.306
H 0.074 2.838 -2.120 0.313
H 0.530 0.372 -1.164 0.363
C 1.415 -1.181 1.349 -0.751
S 0.767 -0.045 0.092 0.168
C -1.060 -0.517 0.246 -0.878
H 1.129 -0.911 2.372 0.357
H 0.920 -2.074 1.057 0.336
H 2.482 -1.305 1.126 0.346
H -1.366 -1.306 -0.452 0.394
H -1.645 0.293 -0.224 0.316
H -1.396 -0.655 1.311 0.332
```

Values from the calculation:
Total charge: +1
HOMO (eV): -15.30
E_LUMO (eV): -5.517


(three)
Here is 3 unconnected molecules or ions with the total composition C2H9OS from the Open Molecules 2025 dataset. Energies are from ωB97M-V/def2-TZVPD.

Geometry as XYZ:
```
13
Properties=species:S:1:pos:R:3:mulliken_charge:R:1
O 1.418 1.440 1.175 -0.588
H 1.907 1.941 1.832 0.315
H 3.847 -0.213 0.820 -0.223
H 1.773 1.615 0.297 0.313
C -2.084 -0.667 -1.530 -0.840
C -1.544 -0.819 -0.175 0.131
S -1.584 0.447 0.896 -0.012
H -2.619 -1.571 -1.828 0.321
H -2.835 0.129 -1.557 0.376
H -1.252 -0.438 -2.203 0.305
H 4.534 -0.497 0.739 0.230
H -1.291 -1.813 0.184 0.383
H -0.271 0.443 1.350 0.289
```

Values from the calculation:
Total charge: +1
HOMO (eV): -15.91
E_LUMO (eV): -6.892


Least stable: (three)


(one)
Here is C2H5N3S2 in the gas phase from the Open Molecules 2025 dataset. Energies are from ωB97M-V/def2-TZVPD.

Geometry as XYZ:
```
12
Properties=species:S:1:pos:R:3:mulliken_charge:R:1
C -0.429 -0.968 -0.177 0.115
C -1.301 0.128 0.364 -0.118
H 1.454 1.030 0.323 0.279
H 1.093 0.295 1.765 0.282
H 1.578 -1.514 -0.142 0.215
H -1.906 -0.132 1.220 0.401
H 0.087 0.782 -1.830 0.187
N 1.514 0.169 0.828 -0.665
N 0.883 -0.827 0.103 0.097
N -1.403 1.326 -0.102 -0.331
S -1.085 -2.209 -0.960 -0.331
S -0.487 1.920 -1.394 -0.132
```

Values from the calculation:
HOMO (eV): -8.77
E_LUMO (eV): 0.048
SMILES: NNC(=S)/C=N\S


(two)
Here is a molecular structure, C2H5N3S2 from the Open Molecules 2025 dataset. Energies are from ωB97M-V/def2-TZVPD.

Geometry as XYZ:
```
12
Properties=species:S:1:pos:R:3:mulliken_charge:R:1
C -1.052 -0.163 -1.002 0.036
C -1.196 -1.262 0.111 -0.535
N 0.000 0.363 -1.371 -0.458
N 1.161 -0.748 0.255 -0.178
N 2.997 1.065 0.026 -0.574
S 0.336 -2.079 0.064 -0.004
S 2.650 -0.605 -0.306 0.151
H -2.040 -0.031 -1.445 0.346
H -1.367 -0.593 0.897 0.273
H -2.044 -2.007 0.119 0.360
H 2.562 1.190 0.916 0.289
H 2.612 1.691 -0.750 0.294
```

Values from the calculation:
HOMO (alpha / beta) (eV): -8.34 / -7.54
E_LUMO (alpha / beta) (eV): -0.355 / -0.181


Least stable: (two)


(one)
Here is C2H5N3S2 in the gas phase from the Open Molecules 2025 dataset. Energies are from ωB97M-V/def2-TZVPD.

Geometry as XYZ:
```
12
Properties=species:S:1:pos:R:3:mulliken_charge:R:1
C 1.464 0.046 0.165 0.359
C 0.218 0.999 0.224 -0.970
N -0.939 0.311 0.817 -0.110
N -0.899 -1.044 0.445 -0.316
N -1.041 -1.099 -0.951 -0.276
S 2.948 0.493 -0.292 -0.235
S 0.988 -1.557 0.787 0.028
H 0.386 2.048 0.527 0.383
H 0.182 1.140 -0.864 0.378
H -0.962 0.480 1.812 0.286
H -0.353 -0.520 -1.439 0.242
H -1.989 -1.296 -1.231 0.231
```

Values from the calculation:
HOMO (eV): -8.56
E_LUMO (eV): -0.351
SMILES: NN1NCC(=S)S1


(two)
Here is C2H5N3S2 in the gas phase from the Open Molecules 2025 dataset. Energies are from ωB97M-V/def2-TZVPD.

Geometry as XYZ:
```
12
Properties=species:S:1:pos:R:3:mulliken_charge:R:1
C -0.673 0.717 0.023 0.503
C 2.923 -0.824 -0.248 -0.210
H -3.737 -0.169 0.739 0.180
H -0.619 -1.142 -0.089 0.415
H -2.146 2.174 0.189 0.201
H 3.684 -1.725 0.138 0.240
H 3.384 0.280 -0.253 0.194
N -1.307 -0.486 0.435 -0.422
N -1.131 1.963 -0.147 -0.607
N 1.579 -0.894 -0.086 -0.360
S -3.020 -0.669 -0.414 -0.122
S 1.063 0.775 -0.287 -0.011
```

Values from the calculation:
HOMO (eV): -8.78
E_LUMO (eV): -0.057
SMILES: [H]/N=C(\NS)SN=C


(three)
Here is C2H5N3S2 in the gas phase from the Open Molecules 2025 dataset. Energies are from ωB97M-V/def2-TZVPD.

Geometry as XYZ:
```
12
Properties=species:S:1:pos:R:3:mulliken_charge:R:1
C 0.097 0.717 -0.064 0.415
C -1.708 -0.975 0.291 0.205
H 3.033 -0.851 -1.006 0.164
H 1.767 0.547 1.219 0.307
H -1.816 0.685 -0.981 0.306
H -0.778 -1.439 0.775 0.209
H -3.395 -0.935 -0.499 0.206
N 1.145 -0.070 0.524 -0.389
N -1.086 0.008 -0.482 -0.312
N -2.867 -1.313 0.145 -0.602
S 1.775 -1.495 -0.138 -0.136
S 0.131 2.318 0.002 -0.373
```

Values from the calculation:
HOMO (eV): -8.96
E_LUMO (eV): -0.215
SMILES: [H]/N=C\NC(=S)NS


Least stable: (two)